Entry from OMol25: a structure of composition C16H25OSW (ωB97M-V/def2-TZVPD).

XYZ file:
```
44
Properties=species:S:1:pos:R:3:forces:R:3
W 0.20786 -0.35034 -0.01200 -6.026 -3.555 -1.111
S -0.75109 1.07040 3.68085 -0.250 -0.193 -0.479
O -1.57890 -0.13834 3.96760 0.121 0.091 -0.066
C -0.25038 -2.58100 0.07707 -0.796 0.167 -0.382
C -0.89127 -2.06969 1.26584 -0.120 0.377 -0.449
C 2.06742 -0.28027 -1.03857 1.187 0.674 -0.600
C -0.92375 -2.01823 -1.06948 -0.616 -0.127 0.396
C -2.00511 -1.17335 -0.57173 1.414 -0.404 0.604
C 2.22077 -1.18126 0.06524 0.724 0.349 0.086
C 1.65169 0.90989 0.92211 2.115 0.844 0.492
C -1.40323 2.40745 4.68178 0.036 0.006 0.046
C 0.82880 0.82476 4.49471 -0.154 0.157 0.448
C -1.69938 0.13216 -3.47325 -0.622 -0.035 0.119
C 1.94491 -0.46269 1.27675 1.005 1.073 0.222
C 0.34724 1.60577 -3.37076 0.195 0.548 0.115
C -0.23463 0.26070 -3.50676 0.111 -0.127 0.601
C -1.97737 -1.22334 0.85983 0.636 -0.108 -0.497
C 0.55488 -0.80954 -4.14172 0.330 -0.427 -0.121
C 1.73152 1.02997 -0.50885 1.741 0.224 0.813
H -2.15684 0.35233 -4.45186 0.137 0.017 0.048
H -0.20787 2.19692 -2.63197 0.100 0.019 -0.210
H -2.68136 -0.73428 1.52554 0.329 0.006 -0.033
H 1.52391 1.73541 1.61438 -0.154 -0.258 -0.148
H -0.73585 -2.27125 -2.10843 -0.068 0.031 0.383
H 2.56336 -2.21079 -0.01116 -0.366 0.326 0.052
H 2.07927 -0.83000 2.28605 -0.317 -0.009 -0.221
H 0.50936 -0.74556 -5.24247 -0.044 0.036 0.157
H 1.20291 -0.14803 4.16428 -0.100 0.194 0.147
H -1.64451 2.02520 5.67776 0.051 0.030 -0.138
H 0.65727 0.83371 5.57854 0.228 -0.139 -0.228
H 1.67537 1.95187 -1.07903 -0.285 -0.245 0.245
H 1.61467 -0.75098 -3.87073 -0.159 -0.002 -0.191
H 1.51634 1.62323 4.20244 -0.049 -0.085 0.086
H -2.69679 -0.60526 -1.18555 0.158 -0.156 0.284
H 2.31679 -0.48926 -2.07135 -0.161 -0.017 0.274
H 0.18482 -1.80621 -3.86912 0.061 0.175 -0.172
H -0.66697 3.21176 4.73367 -0.062 -0.016 0.003
H 1.39982 1.57196 -3.07394 -0.077 0.002 -0.188
H -2.13262 0.82946 -2.74764 -0.041 -0.044 -0.230
H -0.67025 -2.37602 2.28478 -0.044 0.304 -0.239
H -2.01239 -0.88372 -3.21336 -0.012 0.109 -0.180
H 0.51179 -3.35614 0.03933 -0.254 0.351 0.048
H 0.31467 2.16015 -4.32369 -0.035 -0.093 0.055
H -2.30483 2.76245 4.17492 0.132 -0.067 0.162
```
Forces are in eV/Å.

DFT total energy ... -31694.7898 eV
2S+1 ... 3
Net charge ... +1
<S²> ... 2.334
E_HOMO (alpha / beta) ... -0.382 / -0.421 Eh